Model w:
{
  "formula": "CH2N2O3",
  "method": "ωB97M-V/def2-TZVPD",
  "molar_mass_da": 90.04,
  "symbols": ["C", "N", "N", "O", "O", "O", "H", "H"],
  "positions_angstrom": [[1.12, 0.45, 0.03], [-1.94, -0.15, -0.86], [0.42, -0.48, 0.54], [-2.37, 0.82, -0.23], [0.47, -1.24, 1.44], [-0.93, -0.82, -0.65], [2.08, 0.63, 0.69], [1.14, 0.80, -0.96]]
}

Model x:
{
  "formula": "CH2N2O3",
  "method": "ωB97M-V/def2-TZVPD",
  "molar_mass_da": 90.04,
  "smiles": "O=NC[N+](=O)[O-]",
  "symbols": ["O", "N", "C", "N", "O", "O", "H", "H"],
  "positions_angstrom": [[-0.59, 1.97, -0.66], [0.44, 1.55, -0.29], [0.62, 0.05, 0.12], [-0.66, -0.77, 0.11], [-0.97, -1.29, -0.93], [-1.27, -0.80, 1.13], [1.38, -0.45, -0.60], [1.04, -0.27, 1.12]]
}

Model y:
{
  "formula": "CH2N2O3",
  "method": "ωB97M-V/def2-TZVPD",
  "molar_mass_da": 90.04,
  "symbols": ["C", "N", "N", "O", "O", "O", "H", "H"],
  "positions_angstrom": [[-0.19, -0.81, -0.45], [0.45, 0.09, -1.22], [0.33, -0.02, 0.89], [-0.81, -1.81, -0.45], [0.90, 1.14, -0.47], [-0.25, 0.58, 1.90], [0.82, 0.08, -2.13], [-1.24, 0.75, 1.92]]
}

Model z:
{
  "formula": "CH2N2O3",
  "method": "ωB97M-V/def2-TZVPD",
  "molar_mass_da": 90.04,
  "symbols": ["C", "N", "N", "O", "O", "O", "H", "H"],
  "positions_angstrom": [[0.08, 0.52, 0.18], [-1.24, 1.04, 0.37], [-2.78, -0.13, -0.06], [-3.47, -0.11, 0.90], [-2.83, -0.48, -1.19], [-0.62, 1.06, -0.89], [0.91, 1.12, 0.55], [0.23, -0.48, 0.19]]
}

Of them, model w has the lowest stability.

Model w:
{
  "formula": "C4H11N2S",
  "method": "ωB97M-V/def2-TZVPD",
  "total_charge": 1,
  "molar_mass_da": 119.21,
  "smiles": "C=C(NC)[NH2+]CS",
  "symbols": ["C", "C", "N", "C", "N", "C", "S", "H", "H", "H", "H", "H", "H", "H", "H", "H", "H", "H"],
  "positions_angstrom": [[-1.66, -1.23, -1.05], [-0.76, -0.36, -0.65], [-0.11, 0.70, -1.28], [-0.11, 2.01, -0.68], [-0.21, -0.61, 0.92], [1.09, -1.38, 0.85], [1.77, -1.52, 2.61], [-2.05, -1.95, -0.43], [-2.05, -1.32, -2.00], [-0.29, 0.69, -2.30], [0.88, 2.17, -0.20], [-0.01, 2.72, -1.51], [-1.02, 2.10, -0.12], [-0.83, -1.13, 1.52], [-0.13, 0.29, 1.32], [0.94, -2.39, 0.27], [1.74, -0.71, 0.35], [2.24, -2.73, 2.60]]
}

Model x:
{
  "formula": "C4H11N2S",
  "method": "ωB97M-V/def2-TZVPD",
  "total_charge": 1,
  "molar_mass_da": 119.21,
  "symbols": ["C", "C", "C", "C", "N", "N", "S", "H", "H", "H", "H", "H", "H", "H", "H", "H", "H", "H"],
  "positions_angstrom": [[0.58, 0.80, -0.11], [1.82, 1.02, 2.07], [-2.03, -0.75, -0.11], [-0.86, -1.36, -2.02], [0.82, 0.45, 1.12], [-1.30, -0.22, -1.24], [1.39, 1.79, -1.18], [2.71, 0.86, 1.59], [1.83, 2.06, 2.25], [1.75, 0.70, 3.16], [-2.05, -0.08, 0.63], [-1.70, -1.67, 0.21], [-3.17, -0.77, -0.32], [-1.80, -1.69, -2.49], [-0.28, -2.23, -1.65], [-0.40, -0.81, -2.90], [0.00, -0.03, 1.46], [2.70, 1.92, -0.48]]
}

Model y:
{
  "formula": "C4H11N2S",
  "method": "ωB97M-V/def2-TZVPD",
  "total_charge": 1,
  "molar_mass_da": 119.21,
  "smiles": "CC[C@]1(S)NC[NH2+]1",
  "symbols": ["C", "C", "C", "S", "N", "C", "N", "H", "H", "H", "H", "H", "H", "H", "H", "H", "H", "H"],
  "positions_angstrom": [[-0.70, 0.18, -2.29], [0.13, -0.49, -1.14], [-0.27, -0.17, 0.22], [-2.04, -0.46, 0.56], [0.33, 1.07, 0.75], [1.05, 0.41, 1.95], [0.46, -0.92, 1.46], [-1.35, 0.94, -1.82], [-1.37, -0.66, -2.65], [-0.04, 0.46, -3.11], [1.15, -0.14, -1.42], [0.02, -1.59, -1.26], [-2.56, 0.38, -0.37], [-0.14, 1.92, 1.10], [2.02, 0.59, 1.74], [0.74, 0.83, 2.96], [1.25, -1.66, 1.15], [-0.12, -1.37, 2.11]]
}

Of them, model x has the lowest stability.

Model w:
{
  "formula": "C3H6FN",
  "method": "ωB97M-V/def2-TZVPD",
  "molar_mass_da": 75.09,
  "symbols": ["C", "C", "C", "H", "H", "H", "H", "H", "H", "N", "F"],
  "positions_angstrom": [[-0.38, -0.66, -0.36], [0.94, -0.84, -0.32], [0.34, 0.47, -0.61], [-1.48, 0.77, 0.92], [-0.86, -1.01, 1.58], [-0.83, -1.33, -1.04], [1.26, -1.57, 0.79], [1.29, -1.07, -1.38], [0.86, 0.94, -1.68], [-1.22, -0.52, 0.73], [0.33, 1.46, 0.38]]
}

Model x:
{
  "formula": "C3H6FN",
  "method": "ωB97M-V/def2-TZVPD",
  "molar_mass_da": 75.09,
  "smiles": "NC/C=C\\F",
  "symbols": ["N", "C", "C", "C", "F", "H", "H", "H", "H", "H", "H"],
  "positions_angstrom": [[-1.81, -0.36, -0.50], [-0.92, 0.05, 0.60], [0.17, 0.92, 0.07], [1.33, 0.42, -0.27], [1.51, -0.87, 0.03], [-2.53, -1.12, -0.19], [-2.35, 0.48, -0.75], [-0.32, -0.80, 1.01], [-1.36, 0.56, 1.41], [-0.03, 1.95, -0.05], [2.21, 0.97, -0.63]]
}

Of them, model w has the lowest stability.

Model w:
{
  "formula": "C7H14N3",
  "method": "ωB97M-V/def2-TZVPD",
  "total_charge": 1,
  "molar_mass_da": 140.21,
  "symbols": ["C", "C", "C", "C", "C", "C", "C", "N", "N", "N", "H", "H", "H", "H", "H", "H", "H", "H", "H", "H", "H", "H", "H", "H"],
  "positions_angstrom": [[1.87, -0.78, 0.75], [3.02, -0.04, 0.83], [1.89, 0.80, -0.81], [1.08, -0.20, -0.30], [-1.54, 1.65, -0.16], [-2.48, -0.45, 0.75], [-0.15, -0.69, -0.87], [2.99, 0.94, -0.08], [-0.50, -1.92, -0.83], [-1.32, 0.30, 0.42], [1.52, -1.59, 1.51], [3.99, -0.17, 1.48], [1.88, 1.52, -1.69], [-1.24, 2.54, 0.39], [-1.15, 1.79, -1.15], [-2.68, 1.67, -0.20], [-2.23, -1.53, 1.11], [-2.93, 0.22, 1.57], [-3.27, -0.56, -0.07], [-0.38, -0.31, -1.96], [3.74, 1.44, -0.35], [-0.10, -2.59, -0.22], [-1.37, -2.30, -1.27], [-0.61, 0.27, 1.14]]
}

Model x:
{
  "formula": "C7H14N3",
  "method": "ωB97M-V/def2-TZVPD",
  "total_charge": 1,
  "molar_mass_da": 140.21,
  "symbols": ["C", "C", "C", "C", "C", "C", "C", "N", "N", "N", "H", "H", "H", "H", "H", "H", "H", "H", "H", "H", "H", "H", "H", "H"],
  "positions_angstrom": [[2.52, 0.36, 0.98], [1.51, 1.27, -1.12], [0.48, 0.21, -0.88], [-0.71, 0.74, -0.08], [0.98, -0.92, -0.07], [0.58, -2.31, -0.28], [-3.08, 0.44, 0.92], [1.85, -0.74, 0.92], [2.28, 1.40, 0.11], [-2.09, -0.02, -0.13], [3.15, 0.43, 1.80], [2.06, 1.02, -2.00], [0.96, 2.26, -1.31], [0.19, -0.18, -1.79], [-0.51, 0.98, 1.00], [1.34, -2.95, 0.23], [0.61, -2.51, -1.35], [-0.37, -2.62, 0.22], [-3.01, 1.58, 1.16], [-4.11, 0.20, 0.56], [-2.94, -0.09, 1.99], [2.93, 2.23, 0.11], [-2.69, 0.12, -0.91], [-1.93, -0.91, -0.06]]
}

Model y:
{
  "formula": "C7H14N3",
  "method": "ωB97M-V/def2-TZVPD",
  "total_charge": 1,
  "molar_mass_da": 140.21,
  "smiles": "Cc1[nH]cn[n+]1C(C)(C)C",
  "symbols": ["C", "C", "N", "C", "N", "N", "C", "C", "C", "C", "H", "H", "H", "H", "H", "H", "H", "H", "H", "H", "H", "H", "H", "H"],
  "positions_angstrom": [[-1.31, -1.86, -1.04], [-1.53, -0.52, -0.31], [-2.79, -0.29, 0.18], [-2.82, 0.96, 0.76], [-1.73, 1.63, 0.71], [-0.75, 0.43, -0.13], [0.70, 0.52, -0.10], [1.25, -0.36, 0.98], [0.91, 1.92, 0.49], [1.30, 0.35, -1.46], [-1.90, -2.70, -0.61], [-1.82, -1.63, -2.08], [-0.28, -1.98, -1.20], [-3.62, -0.86, -0.15], [-3.84, 1.44, 1.07], [1.40, -1.39, 0.83], [2.30, -0.02, 1.30], [0.64, -0.27, 1.80], [0.08, 2.02, 1.20], [1.91, 2.06, 0.95], [0.68, 2.74, -0.32], [0.77, 0.92, -2.26], [2.40, 0.49, -1.51], [1.23, -0.73, -1.78]]
}

Model z:
{
  "formula": "C7H14N3",
  "method": "ωB97M-V/def2-TZVPD",
  "total_charge": 1,
  "molar_mass_da": 140.21,
  "symbols": ["C", "C", "C", "C", "C", "C", "C", "N", "N", "N", "H", "H", "H", "H", "H", "H", "H", "H", "H", "H", "H", "H", "H", "H"],
  "positions_angstrom": [[-1.06, 2.65, 2.05], [-0.16, 1.59, 2.02], [-0.33, 2.53, 0.07], [1.95, -0.37, 0.96], [0.10, -1.62, -1.66], [-1.79, -0.23, -0.90], [1.25, 0.64, 0.24], [-1.13, 3.23, 0.82], [0.37, 1.51, 0.77], [-0.51, -0.79, -0.62], [-1.75, 3.18, 2.77], [0.11, 1.10, 3.02], [-0.33, 2.68, -0.98], [2.89, 0.08, 1.40], [1.48, -0.96, 1.75], [2.32, -1.01, 0.17], [1.05, -1.96, -1.22], [-0.27, -2.48, -2.27], [0.39, -0.78, -2.24], [-1.89, 0.24, -1.85], [-2.52, -1.06, -1.02], [-2.00, 0.31, -0.09], [1.66, 0.70, -0.72], [-0.61, -1.27, 0.40]]
}

Of them, model x has the lowest stability.